C21H26N4O4 | ωB97M-V with the def2-TZVPD basis set

Computed properties:
HOMO energy ... -8.6 eV
SMILES ... C/C=C(/C)C(=O)Nc1cccc(C2=NO[C@@]3(C2)C[C@@H](C(N)=O)N(C(=O)CC)C3)c1
E_tot ... -36349.7293 eV
HOMO-LUMO gap ... 0.3270 hartree
ΔE to the lowest compared entry with this formula, charge and spin ... 256.8 kJ/mol
Total charge ... 0

Each line ends with the natural charge from an NBO analysis.
CARTESIAN COORDINATES (ANGSTROEM)
C1 0.025 2.469 6.145  -0.6607
C2 -1.343 3.048 6.111  -0.0741
C3 -2.183 3.121 5.074  -0.1429
C4 -3.533 3.773 5.234  -0.6382
C5 -1.836 2.559 3.739  0.6543
O1 -1.070 1.628 3.581  -0.6151
N1 -2.471 3.189 2.699  -0.6189
C6 -2.398 2.919 1.333  0.2395
C7 -3.131 3.733 0.469  -0.2519
C8 -3.102 3.506 -0.896  -0.1969
C9 -2.349 2.474 -1.419  -0.2082
C10 -1.610 1.655 -0.563  0.0059
C11 -0.815 0.570 -1.103  0.1709
N2 -0.769 0.299 -2.347  -0.0763
O2 0.047 -0.763 -2.593  -0.3976
C12 0.626 -1.269 -1.361  0.2396
C13 0.043 -0.359 -0.274  -0.4793
C14 0.304 -2.762 -1.220  -0.4173
C15 1.406 -3.492 -2.008  -0.1372
C16 0.875 -3.972 -3.374  0.6651
N3 0.697 -2.995 -4.278  -0.8274
O3 0.654 -5.143 -3.588  -0.6160
N4 2.479 -2.523 -2.117  -0.4438
C17 3.717 -2.689 -2.649  0.6985
O4 4.524 -1.781 -2.610  -0.6279
C18 4.033 -4.018 -3.304  -0.4991
C19 4.138 -3.821 -4.817  -0.5957
C20 2.148 -1.255 -1.492  -0.2397
C21 -1.637 1.880 0.811  -0.2887
H1 0.721 3.195 6.566  0.2159
H2 0.028 1.596 6.797  0.2263
H3 0.358 2.163 5.160  0.2477
H4 -1.672 3.474 7.053  0.1911
H5 -3.790 3.833 6.289  0.2298
H6 -4.308 3.201 4.726  0.2181
H7 -3.532 4.792 4.842  0.2061
H8 -3.057 3.977 2.933  0.3994
H9 -3.724 4.543 0.870  0.2039
H10 -3.675 4.144 -1.553  0.2182
H11 -2.315 2.285 -2.479  0.2313
H12 0.816 0.193 0.262  0.2388
H13 -0.559 -0.910 0.449  0.2360
H14 -0.690 -2.993 -1.602  0.2423
H15 0.349 -3.040 -0.167  0.2251
H16 1.733 -4.387 -1.465  0.2276
H17 0.273 -3.234 -5.160  0.4050
H18 0.725 -2.024 -4.008  0.4207
H19 3.291 -4.780 -3.078  0.2183
H20 5.003 -4.341 -2.922  0.2326
H21 3.172 -3.545 -5.233  0.2099
H22 4.470 -4.740 -5.293  0.2115
H23 4.853 -3.032 -5.037  0.2206
H24 2.509 -0.431 -2.112  0.2448
H25 2.624 -1.180 -0.506  0.2011
H26 -1.073 1.258 1.484  0.2569

***

C56H42IMoN4O4S2Si | ωB97M-V with the def2-TZVPD basis set

Computed properties:
HOMO energy (alpha / beta) ... -5.0 / -5.5 eV
E_tot ... -112414.4468 eV
HOMO-LUMO gap (alpha / beta) ... 0.2347 / 0.2502 hartree
ΔE to the lowest compared entry with this formula, charge and spin ... 82.2 kJ/mol
2S+1 ... 3
Expectation value of S² ... 2.02
Total charge ... -1

Each line ends with the Mulliken spin population.
CARTESIAN COORDINATES (ANGSTROEM)
Mo1 -0.429 -0.009 -0.463  2.0448
C1 0.686 2.465 2.398  0.0000
C2 0.991 1.127 2.997  0.0071
N1 1.055 1.029 4.311  -0.0010
C3 1.414 -0.145 4.855  0.0030
C4 1.768 -1.251 4.119  0.0006
C5 2.193 -2.501 4.841  -0.0008
O1 3.563 -2.841 4.628  0.0000
C6 1.722 -1.168 2.711  0.0088
C7 2.157 -2.310 1.900  0.0022
N2 2.379 -2.225 0.654  0.0041
C8 2.735 -3.364 -0.069  -0.0071
C9 2.063 -4.579 0.080  0.0055
C10 2.364 -5.666 -0.726  -0.0004
C11 3.352 -5.562 -1.691  0.0006
C12 4.047 -4.368 -1.839  0.0006
C13 3.738 -3.280 -1.041  0.0026
I1 4.808 -1.504 -1.252  0.0002
C14 1.259 0.017 2.136  -0.0246
O2 1.090 0.156 0.844  0.0805
H1 0.235 3.107 3.152  -0.0011
H2 0.027 2.380 1.538  0.0026
H3 1.613 2.931 2.049  0.0004
H4 1.428 -0.187 5.940  0.0001
H5 1.614 -3.366 4.511  0.0001
H6 1.997 -2.371 5.911  0.0001
H7 4.069 -2.021 4.629  0.0001
H8 2.346 -3.246 2.435  0.0003
H9 1.286 -4.650 0.832  -0.0006
H10 1.820 -6.595 -0.603  0.0000
H11 3.584 -6.401 -2.334  0.0000
H12 4.826 -4.279 -2.584  -0.0001
S1 -2.259 -0.655 -1.856  -0.0752
C15 -1.543 -1.408 -3.271  0.0289
C16 -2.392 -1.886 -4.269  0.0004
C17 -1.897 -2.484 -5.417  0.0097
C18 -2.807 -2.965 -6.417  -0.0015
N3 -3.551 -3.341 -7.210  0.0042
C19 -0.505 -2.612 -5.574  0.0013
C20 0.341 -2.141 -4.588  -0.0065
C21 -0.150 -1.533 -3.425  -0.0036
S2 0.976 -0.973 -2.231  0.0178
C22 0.049 -3.229 -6.748  -0.0012
N4 0.507 -3.719 -7.682  -0.0008
H13 -3.462 -1.782 -4.145  0.0004
H14 1.412 -2.236 -4.715  -0.0007
C23 -1.848 0.472 1.055  -0.2062
C24 -2.607 0.825 1.939  0.0877
C25 -3.400 1.303 3.033  -0.0068
C26 -4.780 1.483 2.907  0.0205
C27 -5.527 1.952 3.976  -0.0075
C28 -4.912 2.246 5.186  0.0146
C29 -3.541 2.069 5.320  -0.0085
C30 -2.788 1.602 4.255  0.0237
H15 -5.253 1.253 1.962  0.0014
H16 -6.595 2.089 3.864  -0.0002
H17 -5.498 2.613 6.019  0.0012
H18 -3.053 2.300 6.259  -0.0005
H19 -1.716 1.469 4.354  0.0050
O3 -0.212 1.798 -0.975  0.0342
Si1 0.293 3.099 -1.802  -0.0244
C31 0.391 2.681 -3.618  -0.0001
C32 1.370 3.207 -4.461  -0.0049
C33 1.425 2.849 -5.802  0.0004
C34 0.502 1.951 -6.318  -0.0007
C35 -0.482 1.418 -5.495  0.0031
C36 -0.537 1.786 -4.159  0.0151
C37 2.003 3.516 -1.163  0.0035
C38 2.346 4.729 -0.568  -0.0008
C39 3.605 4.921 -0.010  -0.0001
C40 4.536 3.893 -0.032  -0.0001
C41 4.210 2.675 -0.615  -0.0013
C42 2.956 2.491 -1.178  -0.0066
C43 -0.894 4.492 -1.422  0.0024
C44 -1.919 4.272 -0.499  0.0048
C45 -2.807 5.288 -0.168  -0.0018
C46 -2.683 6.538 -0.757  -0.0001
C47 -1.673 6.772 -1.682  0.0000
C48 -0.788 5.755 -2.010  0.0004
H20 2.116 3.886 -4.060  0.0004
H21 2.197 3.260 -6.441  -0.0001
H22 0.553 1.659 -7.360  0.0000
H23 -1.199 0.708 -5.890  0.0000
H24 -1.304 1.361 -3.521  -0.0063
H25 1.616 5.530 -0.522  0.0001
H26 3.854 5.869 0.452  0.0000
H27 5.513 4.037 0.414  0.0000
H28 4.928 1.864 -0.619  -0.0001
H29 2.705 1.528 -1.613  0.0034
H30 -2.020 3.297 -0.034  -0.0009
H31 -3.594 5.101 0.552  -0.0001
H32 -3.375 7.331 -0.501  0.0000
H33 -1.578 7.745 -2.147  0.0000
H34 -0.008 5.946 -2.740  0.0000
C49 -1.394 -4.120 -0.390  -0.0024
C50 -1.013 -3.139 0.680  -0.0203
O4 -0.594 -2.049 0.332  -0.0438
C51 -1.195 -3.450 2.122  0.0182
C52 -1.320 -2.380 3.008  -0.0042
C53 -1.513 -2.618 4.359  -0.0017
C54 -1.555 -3.923 4.834  0.0026
C55 -1.425 -4.992 3.956  -0.0011
C56 -1.260 -4.758 2.600  0.0029
H35 -0.788 -3.926 -1.274  0.0013
H36 -2.438 -3.912 -0.642  0.0026
H37 -1.311 -5.160 -0.085  0.0000
H38 -1.300 -1.368 2.622  -0.0003
H39 -1.623 -1.783 5.039  0.0001
H40 -1.694 -4.109 5.891  0.0002
H41 -1.458 -6.008 4.329  0.0000
H42 -1.164 -5.599 1.926  0.0002

***

C3H3N2O | ωB97M-V with the def2-TZVPD basis set

Computed properties:
HOMO energy (alpha / beta) ... -16.8 / -16.9 eV
E_tot ... -8169.9102 eV
HOMO-LUMO gap (alpha / beta) ... 0.2807 / 0.2650 hartree
ΔE to the lowest compared entry with this formula, charge and spin ... 868.3 kJ/mol
Total charge ... +1

Each line ends with the natural charge from an NBO analysis.
CARTESIAN COORDINATES (ANGSTROEM)
C1 -1.261 -0.384 0.516  0.4526
C2 0.133 -0.164 0.091  0.0734
C3 0.934 1.137 0.092  -0.6233
N1 0.344 -1.204 -0.502  0.1415
N2 -2.068 -1.341 0.215  0.0702
O1 -1.663 -2.264 -0.468  0.0179
H1 1.014 1.487 -1.063  0.3087
H2 2.025 0.917 0.394  0.2994
H3 0.542 1.817 0.726  0.2596